[1]
The following is a quantum chemistry calculation of a structure of composition C42H115AlBr2NO18, from OMol25.

## Properties
- Relative energy (zero: lowest compared OMol25 entry of this formula, charge and spin): 0.0 kcal per mole
- Maximum force: 0.73 eV/A
- E_HOMO: -4.740 eV

Structure (ORCA input):
```
! RIJCOSX wB97M-V def2-TZVPD def2/J DEFGRID3
* xyz -1 1
C -0.214 3.649 2.374
O 0.086 3.681 0.999
C 1.452 3.507 0.691
C 1.655 2.640 -0.577
C 0.458 1.780 -1.040
C 0.669 0.263 -0.869
C 0.285 -0.378 0.486
C -0.884 0.269 1.239
C -2.263 0.005 0.597
Al -3.622 1.341 1.246
C -3.859 1.046 3.272
O -2.642 1.558 3.914
N -2.454 1.104 5.219
O -1.677 0.222 5.266
C -5.445 0.959 0.379
Br -5.143 1.145 -1.559
C -6.713 1.635 0.860
C -7.916 1.662 -0.080
Br -6.454 3.513 1.482
H 0.172 2.735 2.846
H 0.210 4.521 2.895
H -1.301 3.652 2.467
H 1.892 4.500 0.529
H 1.990 3.084 1.550
H 1.963 3.302 -1.393
H 2.515 1.981 -0.401
H -0.457 2.117 -0.555
H 0.318 1.958 -2.113
H 0.144 -0.262 -1.675
H 1.737 0.064 -1.046
H 1.175 -0.449 1.130
H -0.013 -1.418 0.287
H -0.711 1.343 1.335
H -0.894 -0.129 2.261
H -2.581 -1.014 0.862
H -2.182 0.042 -0.499
H -3.056 2.814 0.944
H -3.965 -0.022 3.512
H -4.734 1.569 3.688
H -5.652 -0.110 0.532
H -7.008 1.112 1.772
H -7.740 2.333 -0.921
H -8.106 0.653 -0.460
H -8.802 2.014 0.457
C 3.937 0.173 3.307
C 4.476 1.530 2.913
O 3.680 2.617 3.389
H 2.923 0.034 2.928
H 4.586 -0.604 2.902
H 3.910 0.060 4.394
H 4.484 1.636 1.828
H 5.506 1.649 3.269
H 3.639 2.565 4.349
C -2.788 3.240 -4.579
C -3.050 2.025 -5.448
O -3.950 1.114 -4.825
H -2.399 2.937 -3.606
H -2.071 3.911 -5.056
H -3.712 3.798 -4.407
H -2.128 1.466 -5.610
H -3.430 2.337 -6.426
H -4.778 1.573 -4.659
C 8.412 -0.190 4.699
C 7.393 -1.313 4.794
O 6.894 -1.695 3.525
H 7.972 0.677 4.205
H 8.760 0.109 5.689
H 9.278 -0.507 4.113
H 6.527 -0.990 5.372
H 7.831 -2.176 5.311
H 7.636 -2.004 2.986
C -3.916 4.021 -10.407
C -4.598 4.068 -9.052
O -3.691 4.382 -8.005
H -3.106 3.292 -10.397
H -4.624 3.748 -11.191
H -3.489 4.995 -10.657
H -5.011 3.091 -8.798
H -5.427 4.785 -9.068
H -3.310 5.248 -8.186
C -0.244 4.274 -7.845
C 0.206 5.578 -8.467
O -0.822 6.576 -8.390
H -1.153 3.923 -8.336
H 0.519 3.498 -7.914
H -0.477 4.416 -6.787
H 0.413 5.448 -9.531
H 1.112 5.944 -7.981
H -1.003 6.721 -7.456
C 4.328 6.756 4.618
C 3.143 6.465 3.711
O 3.423 5.464 2.754
H 5.193 7.056 4.025
H 4.095 7.553 5.327
H 4.605 5.865 5.187
H 2.876 7.357 3.143
H 2.269 6.187 4.314
H 3.622 4.631 3.202
C 5.262 6.469 -8.697
C 3.792 6.717 -8.415
O 3.379 6.096 -7.200
H 5.459 5.399 -8.754
H 5.566 6.933 -9.637
H 5.883 6.884 -7.900
H 3.170 6.289 -9.200
H 3.584 7.792 -8.374
H 3.904 6.476 -6.490
C -0.851 -1.478 -6.947
C 0.264 -0.509 -7.294
O 0.313 0.595 -6.402
H -1.813 -0.965 -6.943
H -0.891 -2.299 -7.665
H -0.698 -1.904 -5.953
H 0.101 -0.077 -8.281
H 1.231 -1.027 -7.314
H 0.454 0.260 -5.511
C -4.162 -4.724 2.966
C -3.780 -3.542 2.096
O -4.584 -2.397 2.361
H -5.215 -4.977 2.822
H -3.557 -5.599 2.737
H -4.023 -4.480 4.024
H -3.929 -3.774 1.042
H -2.722 -3.294 2.233
H -4.448 -2.143 3.278
C -1.584 0.044 8.735
C -2.913 0.274 9.419
O -2.892 -0.096 10.801
H -1.290 -1.003 8.821
H -1.626 0.306 7.678
H -0.804 0.650 9.206
H -3.686 -0.342 8.967
H -3.219 1.320 9.317
H -2.219 0.437 11.233
C -1.590 -8.412 1.067
C -2.606 -7.421 0.526
O -2.052 -6.116 0.395
H -1.223 -8.077 2.037
H -2.025 -9.407 1.180
H -0.739 -8.486 0.385
H -3.449 -7.327 1.211
H -2.993 -7.756 -0.443
H -1.306 -6.177 -0.208
C 8.945 -4.567 0.164
C 8.009 -3.457 0.593
O 8.673 -2.484 1.408
H 9.373 -5.060 1.038
H 8.432 -5.317 -0.437
H 9.769 -4.162 -0.431
H 7.195 -3.843 1.206
H 7.563 -2.965 -0.276
H 9.385 -2.100 0.891
C 7.487 -8.140 -3.541
C 8.282 -8.422 -2.281
O 7.885 -7.601 -1.189
H 7.583 -7.092 -3.825
H 7.835 -8.760 -4.368
H 6.426 -8.351 -3.385
H 9.338 -8.201 -2.439
H 8.202 -9.480 -2.007
H 6.959 -7.776 -0.999
C -2.617 -8.423 6.352
C -3.400 -7.429 5.515
O -3.295 -7.693 4.120
H -1.565 -8.418 6.062
H -2.687 -8.179 7.412
H -3.001 -9.437 6.211
H -3.007 -6.422 5.649
H -4.452 -7.420 5.820
H -3.651 -8.571 3.958
C -7.029 -0.279 5.934
C -8.045 0.316 4.982
O -7.689 0.119 3.622
H -6.044 0.151 5.751
H -7.316 -0.084 6.968
H -6.958 -1.362 5.799
H -8.102 1.397 5.111
H -9.043 -0.098 5.177
H -7.620 -0.826 3.453
*
```



[2]
The following is a quantum chemistry calculation of a structure of composition C22H21AuN3O2 at a distorted geometry, from OMol25.

## Properties
- Relative energy (zero: lowest compared OMol25 entry of this formula, charge and spin): 0.0 kcal per mole
- Maximum force: 2.13 eV/A
- E_HOMO (spin up / spin down): -2.419 / -3.015 eV

Structure (ORCA input):
```
! RIJCOSX wB97M-V def2-TZVPD def2/J DEFGRID3
* xyz -1 3
C -0.456 1.461 -5.064
C 0.947 1.576 -4.808
C 1.116 2.338 -3.600
C -0.193 2.723 -3.140
C -1.158 2.186 -4.054
Au 0.067 0.366 -2.848
N -1.216 -1.199 -2.894
C -0.401 -2.283 -3.341
C 0.939 -1.526 -3.433
H 2.058 2.688 -3.184
H 1.751 1.225 -5.454
H -0.392 3.426 -2.334
H -2.233 2.365 -4.023
H -0.907 0.961 -5.922
H 1.313 -1.401 -4.445
H -0.364 -3.128 -2.615
H -2.202 -1.321 -2.697
H 1.682 -1.848 -2.712
H -0.725 -2.701 -4.326
O 1.320 2.550 -0.608
C 0.772 1.577 -0.116
N 0.514 1.380 1.240
C 0.071 0.054 1.567
C -0.154 -0.502 0.145
O -0.635 -1.613 -0.082
N 0.265 0.433 -0.757
C 1.208 -0.638 2.319
C 1.848 -1.757 1.791
C 2.928 -2.326 2.476
C 3.355 -1.778 3.687
C 2.716 -0.647 4.211
C 1.636 -0.080 3.531
C -1.251 0.112 2.313
C -1.490 -0.593 3.497
C -2.736 -0.479 4.127
C -3.742 0.308 3.563
C -3.503 0.996 2.368
C -2.256 0.896 1.746
H 0.907 2.042 1.896
H 1.498 -2.199 0.857
H 3.411 -3.200 2.047
H 4.185 -2.231 4.224
H 3.042 -0.204 5.151
H 1.128 0.795 3.949
H -0.715 -1.228 3.931
H -2.911 -1.012 5.059
H -4.712 0.390 4.046
H -4.271 1.612 1.905
H -2.058 1.433 0.812
*
```



[3]
The following is a quantum chemistry calculation of a structure of composition C28H37Cl3FeN3O5SSi2 at a distorted geometry, from OMol25.

## Properties
- Relative energy (zero: lowest compared OMol25 entry of this formula, charge and spin): 8.6 kcal per mole
- Maximum force: 1.41 eV/A
- E_HOMO (spin up / spin down): -8.150 / -8.148 eV

Structure (ORCA input):
```
! RIJCOSX wB97M-V def2-TZVPD def2/J DEFGRID3
* xyz 0 6
Fe 0.371 0.349 0.308
O -6.380 0.786 1.555
C -5.860 1.300 0.548
O -6.244 2.212 -0.203
C -4.384 0.913 0.350
C -3.607 1.528 -0.627
C -2.269 1.211 -0.722
N -1.697 0.324 0.101
C -2.431 -0.276 1.043
C -3.777 -0.018 1.185
C -1.631 -1.134 1.952
C -2.189 -1.884 2.974
C -1.349 -2.593 3.814
C 0.021 -2.529 3.614
C 0.503 -1.768 2.567
N -0.304 -1.092 1.744
C -1.307 1.850 -1.655
C -1.685 2.753 -2.635
C -0.702 3.340 -3.413
C 0.625 3.014 -3.187
C 0.923 2.097 -2.198
N -0.023 1.512 -1.457
H -4.102 2.260 -1.252
H -4.399 -0.458 1.954
H -3.260 -1.905 3.106
H -1.761 -3.184 4.620
H 0.714 -3.058 4.252
H 1.562 -1.694 2.375
H -2.728 2.990 -2.780
H -0.972 4.050 -4.183
H 1.426 3.458 -3.761
H 1.944 1.818 -1.991
Cl 2.794 -2.672 0.169
Si 2.560 -0.687 -0.390
Cl 2.884 -0.736 -2.437
Cl 4.179 0.322 0.417
C -2.300 3.989 5.103
C -1.592 2.671 4.841
C -2.338 1.815 3.837
C -1.360 1.905 6.131
O -0.264 2.942 4.318
Si 0.250 3.590 2.933
S 0.833 1.982 1.599
O -0.932 4.384 2.168
C -0.954 5.401 1.139
C -0.532 6.724 1.754
C -2.396 5.446 0.664
C -0.025 4.992 0.004
O 1.550 4.522 3.138
C 2.727 4.405 3.976
C 3.131 2.945 4.117
C 3.807 5.205 3.268
C 2.391 5.015 5.327
H -3.278 3.805 5.549
H -2.446 4.541 4.175
H -1.715 4.601 5.792
H -3.327 1.536 4.207
H -1.770 0.904 3.660
H -2.472 2.338 2.887
H -2.313 1.670 6.606
H -0.761 2.497 6.824
H -0.832 0.972 5.927
H -1.189 6.978 2.587
H -0.597 7.521 1.011
H 0.493 6.674 2.119
H -3.065 5.669 1.495
H -2.688 4.483 0.240
H -2.523 6.216 -0.099
H 1.009 4.915 0.345
H -0.064 5.736 -0.795
H -0.329 4.027 -0.405
H 3.384 2.516 3.146
H 2.328 2.360 4.567
H 4.007 2.869 4.763
H 4.051 4.753 2.306
H 4.713 5.239 3.875
H 3.466 6.227 3.097
H 1.601 4.447 5.820
H 2.054 6.046 5.205
H 3.272 5.012 5.971
*
```